one | # C2H6NOS

2 unconnected molecules or ions with the total composition C2H6NOS (ωB97M-V/def2-TZVPD, the Open Molecules 2025 dataset).

The calculation puts the HOMO energy at -2.549 eV. The frontier orbital gap comes out at 6.54 eV. Its net charge is -1.

Last columns: bonded neighbours and bond lengths (Å).
Atoms and positions in Å:
1 C -1.742 -1.316 1.769  S2 1.858, H3 1.087, H4 1.084, H5 1.090
2 S -1.204 -1.139 -0.001  C1 1.858
3 H -1.258 -2.175 2.227  C1 1.087
4 H -1.494 -0.409 2.307  C1 1.084
5 H -2.827 -1.387 1.706  C1 1.090
6 C 1.738 1.369 -0.835  N7 1.352, O8 1.211, H9 1.103
7 N 1.090 0.892 -1.921  C6 1.352, H10 1.009, H11 0.999
8 O 2.589 2.232 -0.819  C6 1.211
9 H 1.424 0.863 0.093  C6 1.103
10 H 0.275 0.350 -1.675  N7 1.009
11 H 1.408 0.718 -2.852  N7 0.999

two | # C2H6NOS

2 unconnected molecules or ions with the total composition C2H6NOS (ωB97M-V/def2-TZVPD, the Open Molecules 2025 dataset).

The calculation puts the HOMO energy at -2.853 eV. The frontier orbital gap comes out at 7.05 eV. Its net charge is -1.

Last columns: bonded neighbours and bond lengths (Å).
Atoms and positions in Å:
1 C -3.030 0.292 0.360  S2 1.814, H3 1.094, H4 1.096, H5 1.093
2 S -1.575 -0.065 -0.661  C1 1.814
3 H -3.618 1.094 -0.095  C1 1.094
4 H -3.729 -0.550 0.412  C1 1.096
5 H -2.767 0.568 1.385  C1 1.093
6 C 2.224 -0.443 0.110  N7 1.345, O8 1.232, H9 1.102
7 N 1.348 0.574 0.034  C6 1.345, H10 1.071, H11 1.002
8 O 3.317 -0.399 0.676  C6 1.232
9 H 1.854 -1.327 -0.433  C6 1.102
10 H 0.428 0.209 -0.374  N7 1.071
11 H 1.557 1.367 0.610  N7 1.002

Quick one: least stable of them? one

one | # C2H3BrN2S

2 unconnected molecules or ions with the total composition C2H3BrN2S (ωB97M-V/def2-TZVPD, the Open Molecules 2025 dataset).

The calculation puts the HOMO energy at -8.676 eV. The frontier orbital gap comes out at 7.99 eV. Its net charge is 0.

Last columns: bonded neighbours and bond lengths (Å).
Atoms and positions in Å:
1 C 0.322 -2.167 0.163  N3 1.272, H7 1.056, H8 1.124
2 C 0.109 2.143 0.124  S5 1.624, Br6 1.912, H9 1.122
3 N -0.432 -1.340 -0.443  C1 1.272, N4 1.143
4 N -1.203 -0.543 -0.720  N3 1.143
5 S -0.993 1.555 1.162  C2 1.624
6 Br -0.216 3.598 -1.073  C2 1.912
7 H 1.230 -1.715 0.453  C1 1.056
8 H 0.036 -3.249 0.273  C1 1.124
9 H 1.146 1.718 0.062  C2 1.122

two | # C2H3BrN2S

2 unconnected molecules or ions with the total composition C2H3BrN2S (ωB97M-V/def2-TZVPD, the Open Molecules 2025 dataset).

The calculation puts the HOMO energy (alpha / beta) at -8.786 / -6.908 eV. The frontier orbital gap (alpha / beta) comes out at 8.67 / 6.66 eV. Its net charge is 0.

Last columns: bonded neighbours and bond lengths (Å).
Atoms and positions in Å:
1 C 1.060 -1.028 0.543  N3 1.247, S5 1.786, H7 1.071
2 C -0.404 0.582 0.276  N3 1.360, N4 1.451, Br6 1.863
3 N 0.266 -0.255 1.114  C1 1.247, C2 1.360
4 N 0.069 0.403 -1.084  C2 1.451, S5 1.700, H9 1.086
5 S 1.220 -0.841 -1.226  C1 1.786, N4 1.700
6 Br -1.076 2.236 0.807  C2 1.863
7 H 1.350 -1.950 1.006  C1 1.071
8 H -2.416 -0.255 0.462  no bonds
9 H -0.070 1.107 -1.898  N4 1.086

Quick one: least stable of them? two